[1]
Entry from the Open Molecules 2025 dataset: a cluster of 11 separate species, C43H89FO20 in total in a non-equilibrium geometry (wB97M-V/def2-TZVPD).

Structure (XYZ):
```
153
Properties=species:S:1:pos:R:3
F -2.6076 6.4036 0.3057
O -4.1808 4.7733 2.2233
O 4.5282 -2.3820 -0.7828
O 3.5302 3.1738 4.8998
O 2.9300 7.2558 0.6810
O -5.2562 -0.3835 0.5935
O -3.0435 -0.1908 0.7738
O -0.6132 5.4726 6.9991
O 0.6368 4.9966 5.1912
O -2.1015 4.5248 1.4788
O 0.0195 0.1202 -0.2262
O 2.7914 6.8708 -1.5569
O -2.9751 -6.3048 -4.6516
O -3.8307 -0.9724 -7.0272
O -0.8287 1.1432 -2.0263
O -3.0342 -6.4045 -2.4289
O 0.2218 -1.2590 4.0039
O -2.4928 4.5697 3.6955
O 2.5021 -6.7324 -2.0465
O 4.1034 2.4648 2.8498
O -0.5422 -3.2813 3.3809
C 5.2443 -1.8187 1.5395
C 6.2105 3.5941 2.3347
C -2.8903 4.6631 2.5989
C 0.2696 1.4350 1.7576
C 0.7155 6.1488 3.0860
C 0.2050 6.2035 4.5020
C 2.9551 -1.4273 -2.2892
C 2.5738 -5.2963 -2.1738
C -4.4434 0.2069 2.7096
C 0.4615 3.3347 6.8600
C 3.2054 5.5044 -1.4295
C -5.5075 -2.2959 -5.6548
C 3.7519 -7.3284 -2.1653
C 2.6464 7.5921 -0.4340
C -4.9232 -7.9218 -2.0757
C -4.6659 -2.0994 -6.9144
C 0.2514 -2.3966 3.2944
C 1.4452 -2.4084 2.3750
C 3.5729 2.3230 4.0680
C 4.8252 -2.8968 0.5041
C 0.5704 1.3616 0.2829
C 3.1401 0.9029 4.3386
C -4.1254 -0.1438 1.2729
C -2.8112 5.0230 0.3617
C 4.6911 3.7159 2.4701
C -3.4788 -7.7401 -2.4687
C -1.6093 -0.1320 -7.1387
C 0.0842 4.7153 6.3759
C -0.6531 0.1646 -1.3738
C -2.8702 -5.7767 -3.6007
C -0.8066 0.5909 5.1589
C -2.5187 -1.2106 -6.6114
C 3.5981 -8.8415 -2.0498
C -5.1510 -0.7054 -0.7815
C 3.2993 -1.6389 -0.8330
C -2.3951 -4.3743 -3.3772
C -0.9798 -0.8242 4.6511
C 2.2315 4.6525 -0.6463
C -1.3059 -1.1181 -1.8223
C 1.1498 -4.8019 -1.9894
C 2.0385 8.9419 -0.7687
C -5.0919 0.5198 -1.7140
C -4.2663 4.7390 0.7991
H 4.2125 -7.1661 -3.1469
H -4.5482 3.7483 0.4649
H 0.1182 2.1753 -0.2787
H -0.3761 2.6907 7.1295
H -2.3160 -3.9537 -4.3860
H -6.1040 0.9007 -1.8456
H -4.9270 5.5095 0.4179
H 2.9565 -4.9832 -3.1545
H 0.0905 2.4690 2.0682
H 0.4570 -5.4013 -2.5773
H 2.3119 -2.4281 3.0471
H 1.8041 6.0733 3.0637
H 4.1895 5.4984 -0.9451
H -5.0680 -0.5477 3.1759
H 5.6990 -1.0100 0.9639
H 6.5969 3.1735 3.2658
H -1.1362 -1.4875 5.5078
H -5.4744 -1.4170 -5.0017
H -3.2463 -3.8252 -2.9646
H 1.8066 5.1017 0.2459
H 4.4552 -7.0349 -1.3755
H 0.9978 2.7423 6.1251
H 2.6717 9.4446 -1.5061
H 0.3888 7.0927 2.6381
H 2.6312 3.6754 -0.3685
H -1.1112 -1.1517 -2.8979
H 1.0708 1.0419 2.3746
H -5.1752 -8.9631 -1.8544
H 1.4254 -3.1402 1.5807
H -1.7372 0.7684 -6.5140
H 4.0415 -3.5787 0.8695
H -2.1297 -2.1342 -7.0953
H -4.4296 -1.4783 -1.0359
H -1.7316 0.1855 -8.1687
H 3.7569 0.3876 5.0726
H 1.4289 4.4115 -1.3542
H 0.3269 5.3361 2.4736
H 3.6355 -0.7797 -2.8290
H -0.5475 -0.3127 -6.9389
H -3.2808 -8.2569 -3.4154
H 2.5083 -2.1148 -0.2506
H -1.5628 0.8364 5.9047
H -2.3625 -1.0456 -1.5877
H -1.8564 -0.9457 4.0159
H 2.8691 -9.1896 -2.7777
H 3.6266 -0.6774 -0.4044
H 4.2449 4.0037 1.5157
H 4.4755 4.4917 3.2063
H -2.8658 -8.4353 -1.8713
H 0.1417 0.7355 5.6730
H -0.8563 1.3247 4.3523
H 3.2504 -4.9935 -1.3629
H 1.6499 1.4551 0.1465
H 4.4328 -1.4162 2.1427
H -2.2194 -1.4997 -5.5905
H 0.6280 7.0175 5.0823
H 1.5660 -1.4348 1.8860
H -4.6605 0.1886 -2.6536
H 6.0161 -2.2970 2.1389
H -5.1889 -3.1221 -5.0227
H 1.0717 3.4579 7.7543
H -6.5414 -2.3700 -5.9799
H 1.9680 -0.9535 -2.3743
H 0.8057 -4.9915 -0.9658
H 1.1835 -3.7198 -2.1292
H -0.8812 6.1598 4.5009
H -5.3787 -1.9419 -7.7314
H -2.4516 4.5106 -0.5278
H 2.8061 -2.4223 -2.7108
H 2.1408 9.5775 0.1093
H 4.5658 -9.2804 -2.3132
H -1.4432 -4.1795 -2.9052
H 3.0685 0.3653 3.4007
H -6.1135 -1.1380 -1.0641
H 3.3482 5.0977 -2.4249
H 5.7402 -3.4861 0.3917
H 1.0255 8.8811 -1.1469
H 6.6430 4.5994 2.2832
H 3.3868 -9.1694 -1.0350
H -5.5869 -7.6147 -2.8948
H -3.4990 0.2157 3.2484
H -4.5576 1.3469 -1.2587
H -5.3190 -7.3987 -1.2004
H 6.5430 3.1094 1.4185
H -0.8886 -2.0740 -1.5014
H -4.9025 1.1928 2.6761
H -0.7009 0.9827 1.9683
H -4.2102 -3.0531 -7.2073
H 2.2066 1.0441 4.8873
```

The calculation puts the highest occupied orbital energy at -9.75 eV. The calculated total energy is -3296.4356 a.u. As for the SMILES: O=C1OC[C@@H](F)O1.CCOC(C)=O.CCOC(C)=O.CCOC(C)=O.CCOC(C)=O.CCOC(C)=O.CCOC(C)=O.CCOC(C)=O.CCOCC.CCOCC.CCOCC. As for the HOMO-LUMO gap: 10.058 eV.

---

[2]
Entry from the Open Molecules 2025 dataset: a cluster of 12 separate species, C44H100N12O20 in total in a non-equilibrium geometry (wB97M-V/def2-TZVPD).

Structure (XYZ):
```
176
Properties=species:S:1:pos:R:3
O -2.8734 3.7314 -6.7539
O 0.8382 -1.5113 -1.7769
O -4.3105 1.6350 -5.0867
O 2.2870 -0.5348 -6.6814
O 2.5731 -2.8183 0.2195
O 1.1360 -4.5088 -4.3845
O 3.4644 7.3247 0.4122
O -3.8287 1.0640 2.1222
O -1.0722 -0.5697 -2.4469
O -4.6678 2.8576 -3.3473
O 4.4840 -4.1211 -3.0590
O 4.4411 0.9806 -3.6796
O -1.5943 3.2965 -1.0974
O 2.2193 -1.1136 -4.5514
O 5.8249 -3.7732 -1.3449
O -3.5877 3.2596 -0.1519
O -6.3995 -3.0211 -2.1700
O 4.2170 1.8142 -1.7616
O -2.7336 5.0523 -5.0929
O -0.3368 -6.1479 -3.8545
N 2.8220 6.0434 0.5352
N 1.7658 -1.0773 -5.6772
N -2.5743 1.2853 2.7631
N 0.1149 -0.5783 -2.1807
N -2.2920 4.1578 -5.7325
N -5.5267 -3.5920 -1.2824
N 5.0782 -3.3992 -2.2574
N 4.8741 1.7055 -2.7839
N -2.3509 3.5090 -0.1784
N -4.4597 1.7463 -3.8825
N 2.3836 -2.5641 1.5258
N 0.6024 -5.3476 -3.6228
C 2.8517 5.2833 -0.7051
C -4.1385 0.5375 -3.0793
C -5.5253 -3.0725 0.1528
C 3.1512 -4.8897 2.3799
C 1.9711 3.9967 -0.5516
C -1.3021 1.8987 4.7715
C -4.5709 -5.0617 -3.1287
C -3.3258 -4.3809 0.4158
C 6.2371 2.3320 -3.0400
C -3.3737 3.1226 4.1997
C -1.8437 4.3531 0.9827
C 4.4904 4.9361 2.1927
C -4.2785 -4.1381 -1.9029
C 3.0363 5.3936 1.8486
C 2.7690 -2.5643 4.4122
C 4.2165 4.8316 -1.1150
C 3.3367 -1.5198 2.0709
C 3.0956 -0.2360 1.2706
C -1.3643 0.1167 0.8843
C -2.7420 1.7057 4.1777
C -0.2115 0.4044 3.1064
C 2.0163 -3.7675 2.3023
C -1.1133 3.4376 -5.1731
C 0.6173 -4.3932 1.8251
C 2.4086 6.3807 2.8480
C -3.5602 -5.0930 -0.9250
C -0.2955 0.7720 4.5652
C -6.9860 -3.1693 0.7833
C -2.0496 -1.2286 2.9097
C 2.2310 5.9392 -1.9360
C 1.0655 -5.4575 -2.1994
C 1.6624 -3.3658 3.7526
C -4.6729 -4.0177 1.0948
C -5.0607 -1.5742 0.2625
C -1.5831 0.1705 2.4706
C 4.7885 -1.9182 -2.3627
C -3.2379 -3.0396 -2.2965
C 0.4625 -1.7730 -5.8586
C 4.7987 -1.9804 1.9172
C 2.1709 3.1959 0.8227
C 2.0701 4.1906 2.0012
C 3.0558 -1.3192 3.5738
C -3.5864 0.8164 5.1060
C 0.7108 0.8240 -2.1142
H -0.6950 -0.6451 0.4847
H 3.7975 0.5227 1.6167
H -2.7506 3.9089 3.7737
H -3.2703 -0.2077 5.3044
H 4.7116 4.0392 -0.5536
H -5.6857 -1.1088 -0.4996
H 2.1477 -5.5691 -2.2659
H -5.0784 -5.9951 -2.8854
H 4.8812 -2.3587 0.8982
H 2.1785 3.3122 -1.3740
H 2.3866 3.5505 2.8246
H 1.6216 0.8265 -2.7130
H 3.6118 -3.1554 4.7705
H -3.9420 1.6888 1.4022
H 5.1608 -1.4891 -1.4324
H 6.1192 3.2217 -3.6587
H -3.4573 3.4581 5.2334
H -2.6134 -3.5595 0.3384
H 4.0333 -1.1263 4.0158
H -3.8383 1.3634 6.0146
H -2.8817 -2.4767 -1.4337
H 6.7052 2.7419 -2.1450
H -4.5800 0.7462 4.6634
H -4.2852 3.1547 3.6029
H 4.6624 4.1491 1.4584
H -0.7231 4.0502 -4.3604
H 5.1405 -2.8034 2.5448
H -3.5950 -5.3546 -3.5160
H -3.7253 -2.3653 -3.0007
H -7.1042 -3.6684 -2.0931
H -7.5557 -2.2956 0.4669
H -2.5790 -5.2670 -1.3669
H -2.9224 -1.1580 3.5589
H 0.8816 4.0188 -0.5799
H 0.9633 1.1253 -1.0975
H -1.0059 1.0957 0.5662
H -5.2103 -4.9327 1.3439
H 2.2263 5.2642 -2.7919
H -2.3762 -3.4393 -2.8310
H -1.2564 -1.7972 3.3951
H 3.5539 -5.1100 1.3912
H 6.9017 1.6720 -3.5974
H 2.7673 -5.8448 2.7383
H 0.1474 -1.9783 -4.8356
H 2.4616 -2.1355 5.3660
H -0.1723 -3.6942 2.1006
H 4.0191 -4.5056 2.9159
H -0.8514 2.7791 4.3134
H -2.8830 -5.1651 1.0299
H 0.0824 1.5655 -2.6076
H -5.0465 -0.0635 -3.0276
H 0.5237 -6.1994 -1.6127
H -4.4319 -3.5165 2.0323
H -1.5192 3.7397 1.8233
H -7.0365 -3.3652 1.8544
H 0.6384 1.0972 5.0237
H 4.2570 4.5516 -2.1676
H 1.7477 -2.4957 -0.1496
H -7.5468 -4.0498 0.4698
H 2.3326 -0.5276 3.7699
H 3.3280 -0.3776 0.2151
H 3.7012 -1.9805 -2.4087
H 2.2945 5.9034 3.8213
H 1.3991 6.6634 2.5494
H 2.7662 6.8404 -2.2351
H 0.4377 -5.3176 2.3741
H 0.7178 -2.8274 3.8292
H -3.3128 0.0217 -3.5695
H -5.1919 -4.6508 -3.9247
H -0.9624 4.8767 0.6122
H 0.6514 -2.7349 -6.3353
H 5.4481 -1.1258 2.1068
H -4.0503 -1.4643 -0.1313
H 1.1931 6.2617 -1.8527
H 2.0727 0.1269 1.3712
H -0.7095 -0.1023 5.0675
H 0.5717 -4.6528 0.7674
H 1.6615 -4.2342 4.4114
H -0.2864 -1.1382 -6.3320
H -1.3606 1.8951 5.8599
H 1.4728 2.3589 0.8168
H 2.8432 7.9036 0.8600
H 5.3426 -1.4538 -3.1784
H 3.0296 7.2235 3.1514
H -2.5540 5.1447 1.2211
H 1.0073 4.4110 2.1004
H 3.1748 2.7714 0.8315
H -2.4444 -1.8097 2.0763
H 4.5901 4.4817 3.1784
H 0.4031 -0.4919 3.0222
H -4.0956 -6.0398 -0.8549
H -0.4630 3.4132 -6.0475
H -3.8858 1.0304 -2.1405
H -5.2724 -1.0835 1.2125
H 0.3658 1.1557 2.5676
H 4.9308 5.6390 -0.9541
H -2.3528 -0.0922 0.4753
H 5.1400 5.7823 1.9695
H -1.3554 2.4848 -4.7022
H 0.8006 -4.4943 -1.7633
```

The calculation puts the highest occupied orbital energy at -8.09 eV. The calculated total energy is -3897.2796 a.u. As for the SMILES: CC1(C)CCCC(C)(C)N1O.CC1(C)CCCC(C)(C)N1O.CC1(C)CCCC(C)(C)N1O.CC1(C)CCCC(C)(C)N1O.C[N+](=O)[O-].C[N+](=O)[O-].C[N+](=O)[O-].C[N+](=O)[O-].C[N+](=O)[O-].C[N+](=O)[O-].C[N+](=O)[O-].C[N+](=O)[O-]. As for the HOMO-LUMO gap: 7.499 eV.

---

[3]
Entry from the Open Molecules 2025 dataset: a cluster of 16 separate species, C44H101N10O13 in total in a non-equilibrium geometry (wB97M-V/def2-TZVPD).

Structure (XYZ):
```
168
Properties=species:S:1:pos:R:3
O -2.3237 -1.3544 0.5950
O 2.6878 2.8812 0.5386
O -2.7604 -0.2001 3.1171
O -0.4896 -1.5792 -6.2390
O 4.8365 -6.1857 1.6175
O -5.2148 -4.2670 -2.5827
O 3.2032 -0.9392 2.7403
O -2.5096 3.1796 1.2100
O -5.5173 1.3894 -0.0032
O 0.3881 5.6172 4.3293
O 4.5641 -1.3036 -0.2663
O -0.7804 -5.0413 2.9155
O 0.0663 6.4220 -4.2125
N -4.6748 1.5995 2.6272
N -2.8489 -4.2854 2.3344
N -5.4729 1.3665 -2.2785
N 0.4152 -0.1397 0.2518
N 2.1337 0.8682 -3.8810
N -2.1406 4.6493 -0.4617
N 3.0826 4.8892 1.5105
N 0.9125 -3.0135 -2.8382
N 1.2754 4.9968 -2.9097
N 3.0071 -4.9484 1.0932
C -3.8163 -3.2227 2.4333
C 4.5530 0.2464 -3.1767
C -4.1824 -4.7246 -2.1405
C 1.6959 0.1380 -0.4808
C -5.4876 2.1596 -3.4971
C -3.2831 -3.9465 -1.2392
C 3.3686 3.5984 1.2564
C -1.8275 6.0028 -0.8981
C 3.5257 -0.2442 3.6729
C -0.6604 -0.3215 -0.8142
C -2.3876 4.3424 0.8095
C 1.3854 3.6510 -2.3738
C 3.8066 5.5782 2.5779
C 1.4055 -3.1226 -3.8707
C -0.6482 -0.4362 4.4460
C -3.0821 -5.3626 1.3987
C 3.7581 -6.0758 1.0691
C 0.2902 5.3106 -3.7572
C -1.9180 -2.4121 -4.5791
C -1.4568 -2.2757 -6.0219
C -0.3256 3.3835 3.8678
C 1.7948 5.4486 1.2007
C 0.1334 0.9983 1.1832
C -1.6902 -4.2421 3.0300
C -2.1003 -3.0879 -7.1256
C 2.0563 -3.2957 -5.1805
C -2.1680 -0.2502 4.3694
C 6.5018 -2.6461 -0.0029
C 3.3442 -3.8521 1.9546
C -2.0656 -0.2786 -0.2689
C 2.2528 6.0063 -2.5273
C 0.6447 -1.4144 0.9959
C 1.3072 3.9453 5.7600
C 3.2177 0.6080 -3.6064
C -3.7836 -6.1595 -2.3597
C -5.5258 -0.0652 -2.4556
C 5.1368 -2.3313 -0.5656
C 0.4358 4.4500 4.6375
C 4.3973 0.9732 3.4250
C -2.0084 3.6402 -1.4861
C -5.4294 1.9662 -1.0704
C 4.5031 -3.3728 -1.4787
C 3.0098 -0.4983 5.0634
C 1.7801 -4.8323 0.3222
H 3.5503 -2.9290 1.4119
H -5.2722 1.3203 1.8358
H 1.5755 4.7877 6.3952
H -2.2063 0.7220 0.1525
H 4.6353 0.9840 2.3585
H -3.5701 -2.5772 3.2786
H 3.2312 5.6057 3.5055
H -0.2842 -0.3017 5.4676
H -4.7034 1.7761 -4.1550
H -5.3779 3.0619 -1.1470
H -2.3334 -3.7751 -1.7508
H -4.8100 -3.5533 2.7587
H -2.7479 -6.1396 -2.7114
H 5.3592 0.9789 3.9365
H 2.2097 3.4221 5.4382
H -0.9733 3.4182 -1.7295
H -1.7188 -3.3690 3.7020
H 7.1096 -2.9561 -0.8574
H -0.2047 -1.7013 1.6093
H -2.3631 5.2118 1.4827
H 3.5984 -1.3216 5.4766
H -1.4280 -2.9573 -7.9717
H -2.1586 -4.1486 -6.8883
H 0.9632 -2.2049 0.3224
H 1.8712 6.5321 1.0800
H 1.8639 -0.5676 -1.2924
H 1.4615 -1.2261 1.6972
H -0.3498 -1.4566 4.1867
H 4.9261 -4.3492 -1.2405
H 0.9717 1.0402 1.8724
H 4.2246 -4.0506 2.5657
H 4.6082 -3.0690 -2.5165
H 4.2878 3.2648 1.7515
H 1.0723 5.3009 2.0080
H -2.0820 -3.4534 -4.3053
H 0.4352 2.6932 3.4987
H -5.4436 -0.6816 -1.5606
H -2.4765 6.2214 -1.7490
H 2.4165 3.3040 -2.4555
H 4.7457 5.0482 2.7332
H -0.3937 -1.2309 -1.3540
H 1.7861 -3.8361 -0.1184
H 1.1506 3.6019 -1.3082
H 3.0294 0.3175 5.7820
H -3.8930 -2.6982 1.4805
H 3.4600 -3.4674 -1.1735
H -2.2734 -6.0807 1.5020
H -2.8506 -1.8639 -4.4145
H -3.8928 0.9008 2.8155
H 4.7398 -0.8134 -3.3296
H -1.1707 -1.9090 -3.9723
H -5.1826 1.6821 3.5041
H -4.0180 -5.8877 1.6068
H -3.2163 -4.4937 -0.3010
H 0.9287 -5.0117 0.9868
H 2.3407 5.9633 -1.4404
H 1.3679 5.0970 0.2651
H -6.4479 2.0531 -4.0021
H -3.8563 -6.6990 -1.4161
H 3.8006 1.8682 3.6112
H -3.7152 -2.9658 -1.0441
H -2.5853 -1.0782 4.9673
H 4.0573 6.6048 2.3138
H -4.2124 2.4888 2.4205
H -0.7895 0.7516 1.7144
H -2.7396 -0.3277 -1.1305
H -4.3754 -6.6448 -3.1319
H -6.4381 -0.3766 -2.9635
H -0.4726 0.5102 -1.4986
H 3.0932 -3.5240 -4.9280
H 0.8103 2.8731 -2.8726
H -4.6304 -0.3662 -3.0112
H -3.1678 -5.0399 0.3592
H -2.0384 6.7458 -0.1317
H 0.7604 3.1979 6.3396
H 4.7146 0.5319 -2.1395
H 1.8367 6.9844 -2.7512
H -0.7883 6.0799 -1.2212
H 2.0964 -2.3278 -5.6767
H 1.6256 1.1162 -0.9516
H 1.9829 -0.8469 4.9393
H -0.3891 4.4796 -4.0059
H 5.2319 0.8113 -3.8203
H 2.5001 0.1037 0.2470
H -5.2697 3.2076 -3.3082
H 2.5870 -3.6866 2.7269
H -3.0870 -2.6650 -7.3139
H 3.3383 -6.8123 0.3684
H -2.6383 3.9212 -2.3293
H 3.2148 5.8424 -3.0086
H -0.0341 1.9307 0.6508
H -2.4244 2.6911 -1.1439
H -0.1570 0.2720 3.7722
H 7.0011 -1.8318 0.5119
H 1.5307 -4.0676 -5.7302
H -1.0578 2.8824 4.4987
H -2.4999 -0.9412 1.4685
H 6.3519 -3.4809 0.6885
H -0.8170 3.8959 3.0455
H -2.4029 0.6892 4.9006
H 1.6775 -5.6019 -0.4427
```

As for the charge: +1. The calculation puts the highest occupied orbital energy at -10.08 eV. The calculated total energy is -3262.4800 a.u. As for the HOMO-LUMO gap: 8.533 eV.